Entry 1:
Below is C43H44AsBrN4O7Zn as an isolated structure, with properties calculated with wB97M-V/def2-TZVPD.

Structure (XYZ):
```
101
C43H44AsBrN4O7Zn (wB97M-V/def2-TZVPD)
Zn 0.911 -1.293 2.069
C -6.155 0.046 0.749
C -5.886 -1.461 0.862
C -6.520 -1.990 2.156
C -6.555 -2.160 -0.321
C -4.379 -1.714 0.899
C -3.611 -1.148 1.909
C -2.262 -1.406 1.951
Br -1.262 -0.592 3.380
C -1.559 -2.217 1.038
O -0.277 -2.476 1.190
C -2.333 -2.755 -0.016
C -3.705 -2.495 -0.033
C -1.774 -3.675 -1.118
C -2.299 -3.229 -2.495
C -0.245 -3.702 -1.238
C -2.260 -5.104 -0.840
H -7.232 0.233 0.727
H -5.712 0.455 -0.159
H -5.736 0.592 1.595
H -7.597 -1.809 2.151
H -6.103 -1.498 3.036
H -6.352 -3.064 2.260
H -7.628 -1.961 -0.298
H -6.415 -3.243 -0.283
H -6.170 -1.793 -1.274
H -4.056 -0.506 2.658
H -4.283 -2.947 -0.825
H -1.979 -2.211 -2.723
H -3.385 -3.262 -2.573
H -1.897 -3.888 -3.267
H 0.163 -2.701 -1.389
H 0.016 -4.312 -2.106
H 0.240 -4.119 -0.361
H -3.350 -5.155 -0.827
H -1.894 -5.453 0.128
H -1.894 -5.787 -1.611
C 5.557 6.242 -1.349
C 4.209 6.573 -1.350
C 3.279 5.711 -0.787
C 3.680 4.504 -0.215
C 5.036 4.187 -0.210
C 5.967 5.047 -0.778
As 2.338 3.388 0.685
C 3.111 1.620 0.190
C 4.167 1.283 1.244
C 4.786 0.129 1.047
C 4.237 -0.602 -0.154
C 4.353 0.301 -1.358
C 3.737 1.460 -1.180
C 0.879 3.683 -0.584
C 0.963 3.513 -1.966
C -0.140 3.749 -2.770
C -1.337 4.182 -2.209
C -1.424 4.379 -0.841
C -0.320 4.124 -0.034
H 6.282 6.911 -1.793
H 3.878 7.503 -1.795
H 2.230 5.979 -0.806
H 5.382 3.256 0.223
H 7.015 4.778 -0.774
H 4.313 1.917 2.110
H 5.541 -0.298 1.693
H 4.653 -1.595 -0.301
H 4.852 -0.008 -2.267
H 3.679 2.234 -1.931
H 1.889 3.195 -2.423
H -0.066 3.599 -3.841
H -2.197 4.363 -2.840
H -2.353 4.710 -0.395
H -0.402 4.253 1.040
C 3.382 -0.715 4.396
C 3.091 -2.110 3.972
N 2.106 -2.477 3.176
C 2.155 -3.850 3.052
C 3.191 -4.318 3.787
N 3.772 -3.205 4.363
H 3.069 -0.030 3.607
H 4.447 -0.575 4.582
H 2.837 -0.473 5.310
H 1.438 -4.374 2.442
H 3.567 -5.311 3.952
H 4.566 -3.201 4.979
O 2.815 -0.802 0.083
C 2.094 0.415 0.379
O 1.640 0.399 1.660
C 0.915 0.421 -0.605
C 1.036 -0.064 -1.900
C -0.063 -0.038 -2.739
C -1.300 0.431 -2.346
C -1.395 0.873 -1.044
C -0.323 0.879 -0.172
N -2.699 1.379 -0.582
O -2.774 1.809 0.549
O -3.621 1.341 -1.373
N 0.083 -0.556 -4.112
O 1.169 -0.990 -4.438
O -0.897 -0.526 -4.829
H 1.965 -0.475 -2.259
H -2.147 0.438 -3.013
H -0.450 1.236 0.840
```

The calculation puts the orbital gap at 7.2 eV. Its energy relative to the best compared isomer or geometry (same formula, charge and spin) is 49.1 kcal per mole. Its LUMO energy is -0.380 eV.

Entry 2:
Below is a 7-piece molecular cluster, C36H66BF4N12 overall at a distorted geometry, with properties calculated with wB97M-V/def2-TZVPD.

Structure (XYZ):
```
119
C36H66BF4N12 (wB97M-V/def2-TZVPD)
C 2.479 -6.070 17.877
C 2.052 -4.645 18.376
N 2.421 -4.424 19.757
C 1.823 -5.140 20.823
C 2.310 -4.542 21.957
N 3.310 -3.608 21.569
C 3.331 -3.517 20.181
C 4.252 -3.016 22.541
H 2.321 -6.199 16.806
H 1.848 -6.774 18.419
H 3.545 -6.222 18.046
H 1.000 -4.392 18.244
H 2.585 -3.901 17.784
H 1.107 -5.932 20.662
H 2.195 -4.732 23.013
H 3.957 -2.838 19.622
H 5.292 -3.038 22.218
H 4.050 -3.563 23.462
H 3.926 -1.987 22.692
C -1.934 -7.936 16.282
C -1.401 -9.067 15.308
N -0.026 -9.458 15.613
C 1.032 -8.543 15.610
C 2.224 -9.235 15.879
N 1.834 -10.528 16.198
C 0.482 -10.609 16.121
C 2.761 -11.651 16.434
H -2.916 -7.505 16.084
H -1.312 -7.064 16.081
H -1.856 -8.210 17.334
H -1.428 -8.727 14.272
H -2.111 -9.892 15.369
H 0.931 -7.522 15.272
H 3.256 -8.926 15.805
H -0.042 -11.552 16.173
H 3.804 -11.410 16.228
H 2.508 -12.416 15.699
H 2.881 -12.023 17.451
C 6.033 -0.345 15.530
C 5.557 -1.560 16.413
N 4.931 -2.584 15.656
C 3.895 -2.379 14.794
C 3.425 -3.638 14.414
N 4.317 -4.637 14.784
C 5.214 -3.949 15.583
C 4.215 -6.047 14.508
H 6.556 0.447 16.067
H 5.203 0.184 15.064
H 6.789 -0.688 14.824
H 4.910 -1.072 17.142
H 6.385 -1.946 17.007
H 3.510 -1.370 14.765
H 2.550 -3.889 13.832
H 6.015 -4.510 16.041
H 5.252 -6.384 14.533
H 3.619 -6.188 13.606
H 3.539 -6.427 15.273
C 4.694 -9.765 12.593
C 3.418 -9.052 11.980
N 2.990 -9.549 10.649
C 2.887 -8.885 9.413
C 2.411 -9.695 8.449
N 2.126 -10.910 9.123
C 2.514 -10.831 10.465
C 1.566 -12.088 8.605
H 5.226 -9.163 13.330
H 5.220 -10.064 11.687
H 4.427 -10.690 13.105
H 3.692 -8.014 11.788
H 2.573 -8.874 12.645
H 3.062 -7.825 9.301
H 2.144 -9.645 7.404
H 2.541 -11.615 11.207
H 2.220 -12.551 7.866
H 0.556 -11.975 8.210
H 1.461 -12.804 9.421
C -2.903 -9.477 11.994
C -1.529 -9.081 11.450
N -1.638 -8.243 10.211
C -0.599 -7.520 9.708
C -1.018 -6.977 8.439
N -2.250 -7.515 8.108
C -2.640 -8.188 9.268
C -2.951 -7.339 6.850
H -2.746 -10.059 12.902
H -3.143 -10.326 11.355
H -3.612 -8.654 12.082
H -0.984 -10.003 11.245
H -1.031 -8.510 12.233
H 0.336 -7.466 10.247
H -0.435 -6.400 7.737
H -3.535 -8.791 9.302
H -2.494 -8.003 6.116
H -2.941 -6.327 6.443
H -4.003 -7.581 7.001
C -6.718 -4.793 10.686
C -5.789 -5.951 10.371
N -4.595 -5.189 9.800
C -4.510 -4.438 8.618
C -3.304 -3.792 8.641
N -2.499 -4.130 9.736
C -3.369 -4.947 10.454
C -1.222 -3.658 10.140
H -6.921 -4.262 9.756
H -6.375 -4.051 11.407
H -7.673 -5.146 11.073
H -6.076 -6.633 9.571
H -5.374 -6.347 11.298
H -5.386 -4.366 7.991
H -2.903 -3.053 7.965
H -3.208 -5.220 11.486
H -1.326 -3.193 11.120
H -0.996 -2.831 9.466
H -0.436 -4.379 9.915
B 0.403 -5.599 13.020
F 1.253 -6.283 12.141
F 0.897 -5.577 14.316
F 0.196 -4.320 12.480
F -0.832 -6.212 13.041
```

Its spin multiplicity is 2. The calculation puts the orbital gap (alpha / beta) at 6.1 / 2.1 eV. Its charge is +6. Its energy relative to the best compared isomer or geometry (same formula, charge and spin) is 0.0 kcal per mole. Its LUMO energy (alpha / beta) is -15.055 / -19.026 eV.

Entry 3:
Below is a 2-piece molecular cluster, C2H8O overall, with properties calculated with wB97M-V/def2-TZVPD.

Structure (XYZ):
```
11
C2H8O (wB97M-V/def2-TZVPD)
C 2.698 -0.428 0.659
H 3.331 -0.576 1.530
H 3.014 0.513 0.205
H 2.842 -1.221 -0.068
H 1.660 -0.311 0.946
C -1.371 -0.416 -0.349
O -1.597 0.987 -0.432
H -1.501 -0.882 -1.326
H -2.073 -0.931 0.318
H -0.388 -0.592 0.078
H -2.469 1.164 -0.075
```

The calculation puts the orbital gap at 11.5 eV. Its SMILES is CO.C. Its energy relative to the best compared isomer or geometry (same formula, charge and spin) is 12.2 kcal per mole. Its LUMO energy is 0.971 eV.

Entry 4:
Below is C16H42IN8O4PV as an isolated structure at a distorted geometry, with properties calculated with wB97M-V/def2-TZVPD.

Structure (XYZ):
```
73
C16H42IN8O4PV (wB97M-V/def2-TZVPD)
V 0.778 -0.789 0.610
N -4.729 -4.357 0.537
C -4.073 -3.209 0.394
N -4.754 -2.103 0.063
N -2.768 -3.215 0.569
C -1.830 -2.388 0.523
N -0.834 -1.769 0.522
H -5.727 -4.413 0.416
H -4.230 -5.204 0.752
H -5.756 -2.114 -0.045
H -4.278 -1.219 0.014
C 3.507 -0.906 -1.341
C 4.039 0.079 -0.314
O 3.025 0.363 0.666
H 4.317 -1.234 -1.985
H 2.731 -0.430 -1.942
H 3.092 -1.778 -0.825
H 4.350 1.006 -0.804
H 4.904 -0.352 0.209
H 2.975 1.317 0.797
N 3.445 -1.766 2.958
C 2.354 -2.386 2.469
O 1.616 -1.802 1.647
C 2.073 -3.784 2.887
I 3.436 -5.113 1.797
H 3.666 -0.851 2.590
H 4.134 -2.258 3.503
H 1.066 -4.080 2.600
H 2.251 -3.956 3.944
C 0.251 0.592 -4.474
N 0.275 0.181 -3.077
C 0.073 -1.253 -2.931
P -0.237 1.159 -1.830
O 0.259 0.606 -0.521
N 0.357 2.660 -2.234
C -0.220 3.867 -1.664
C 1.751 2.803 -2.609
N -1.902 1.224 -1.723
C -2.667 1.771 -2.832
C -2.581 1.306 -0.442
H -0.621 0.184 -4.989
H 1.149 0.208 -4.963
H 0.244 1.674 -4.558
H -0.930 -1.557 -3.246
H 0.224 -1.547 -1.886
H 0.804 -1.769 -3.555
H -1.125 3.630 -1.113
H -0.460 4.577 -2.458
H 0.484 4.343 -0.979
H 2.151 1.843 -2.928
H 2.340 3.177 -1.767
H 1.832 3.516 -3.431
H -2.062 1.761 -3.734
H -2.987 2.797 -2.636
H -3.557 1.159 -2.992
H -1.972 0.815 0.321
H -3.547 0.800 -0.534
H -2.787 2.339 -0.135
C -0.533 -1.022 4.197
C -1.146 0.185 3.504
O -0.148 0.828 2.717
C -0.209 2.245 2.742
C 0.965 2.803 1.956
H -1.273 -1.514 4.821
H 0.296 -0.702 4.825
H -0.166 -1.723 3.448
H -1.540 0.883 4.254
H -1.975 -0.132 2.850
H -0.160 2.586 3.784
H -1.161 2.594 2.313
H 1.900 2.492 2.422
H 0.917 3.889 1.949
H 0.914 2.434 0.932
```

Its spin multiplicity is 2. The calculation puts the orbital gap (alpha / beta) at 6.9 / 6.3 eV. Its charge is +2. Its LUMO energy (alpha / beta) is -5.123 / -5.306 eV.